1.
DFT (ωB97M-V with the def2-TZVPD basis set) results for a molecular structure, C50H38BeN3O3PS at a distorted geometry.

The calculation puts the largest force on an atom at 2.24 eV/A. The calculation puts the total energy at -83603.709 eV. The LUMO energy (alpha / beta) comes out at -0.0197 / -0.0168 Eh. As for the spin multiplicity: 1. For the frontier orbital gap (alpha / beta), the calculation gives 6.246 / 5.988 eV. Its charge is 0.

Last column: Löwdin charge in e.
Geometry (Å):
1 S -0.414 3.174 -2.385  0.998
2 P -1.637 -1.553 0.622  1.160
3 O -0.835 2.408 -3.614  -0.510
4 O -0.363 1.549 1.042  -0.099
5 O 3.066 -3.316 5.491  -0.087
6 N 5.182 -0.763 1.427  0.052
7 N 4.452 -0.629 0.366  0.052
8 N 0.204 0.559 -1.211  0.073
9 C 4.077 4.232 -2.886  -0.081
10 C -1.748 6.880 -1.530  -0.080
11 C -2.413 -1.970 3.261  -0.091
12 C -5.120 -0.087 -0.911  -0.165
13 C -1.178 4.823 -2.550  -0.374
14 C 2.537 0.227 -0.697  -0.091
15 C -1.453 -2.982 -1.801  -0.074
16 C 3.194 1.048 1.579  -0.013
17 C -4.793 2.251 -1.387  -0.082
18 C -0.855 -2.704 -0.570  -0.360
19 C -4.215 -2.470 0.145  -0.087
20 C -2.550 7.203 -2.620  -0.082
21 C -3.338 -1.405 0.018  -0.330
22 C -3.777 -0.148 -0.450  -0.207
23 C -5.573 1.130 -1.499  -0.036
24 C 5.607 -1.859 3.503  -0.016
25 C -1.916 5.110 -3.686  -0.060
26 C -3.503 2.197 -0.838  -0.092
27 C -2.582 -2.677 4.446  -0.083
28 C -2.947 0.980 -0.477  -0.115
29 C 3.827 -2.627 2.048  -0.024
30 C 1.383 3.592 -2.630  -0.337
31 C 1.642 -0.487 -2.806  -0.023
32 C -2.615 6.322 -3.696  -0.075
33 C 1.842 -4.099 5.531  -0.042
34 C 3.463 4.298 -1.641  -0.074
35 C 1.898 1.361 1.917  0.010
36 C 3.046 -3.022 3.097  -0.005
37 C 0.400 0.062 -2.436  -0.100
38 C -5.579 -2.334 -0.189  -0.073
39 C 2.103 3.959 -1.504  -0.091
40 C 1.150 -3.862 -1.198  -0.085
41 C 3.623 -2.867 4.362  -0.295
42 C 1.977 3.456 -3.867  -0.073
43 C -1.265 -3.843 2.255  -0.095
44 C 3.330 3.769 -3.983  -0.075
45 C 4.929 -1.785 2.261  -0.302
46 C 3.478 0.281 0.407  -0.228
47 C 1.265 0.713 -0.379  -0.170
48 C 2.722 -0.423 -1.921  0.021
49 C -1.052 5.679 -1.479  -0.091
50 C 0.593 -4.132 -2.450  -0.089
51 C 0.928 1.266 0.896  -0.297
52 C -6.026 -1.170 -0.781  -0.028
53 C -2.001 -3.944 4.591  -0.094
54 C -1.780 -2.548 2.157  -0.350
55 C 0.430 -3.138 -0.241  -0.127
56 C 4.917 -2.352 4.553  -0.015
57 C -0.714 -3.703 -2.731  -0.082
58 C -1.353 -4.519 3.479  -0.092
59 Be -1.263 0.859 -0.054  0.171
60 H -3.178 -2.245 5.272  0.112
61 H -6.544 1.157 -1.992  0.109
62 H 0.973 -3.476 5.262  0.087
63 H 1.777 -4.436 6.568  0.092
64 H -2.069 -4.492 5.541  0.106
65 H 2.201 -4.147 -0.994  0.110
66 H -6.246 -3.209 -0.060  0.110
67 H 1.880 -4.987 4.899  0.089
68 H 1.659 3.943 -0.497  0.112
69 H -7.051 -1.069 -1.157  0.115
70 H 5.307 -2.383 5.588  0.134
71 H 4.053 4.633 -0.773  0.112
72 H 0.886 -2.901 0.719  0.095
73 H 1.189 -4.675 -3.213  0.112
74 H -3.212 6.578 -4.569  0.106
75 H -0.779 -4.341 1.406  0.097
76 H 6.586 -1.405 3.612  0.116
77 H 1.399 3.125 -4.732  0.117
78 H 2.047 -3.446 2.987  0.103
79 H 3.825 3.664 -4.961  0.110
80 H -0.900 -5.503 3.581  0.101
81 H -1.669 7.558 -0.685  0.106
82 H -1.135 -3.902 -3.720  0.106
83 H -2.467 -2.646 -2.008  0.108
84 H 3.690 -0.892 -2.121  0.121
85 H -0.443 0.093 -3.115  0.114
86 H 4.009 1.264 2.275  0.115
87 H -3.152 8.100 -2.635  0.102
88 H -0.416 5.409 -0.614  0.120
89 H 3.572 -2.863 1.004  0.112
90 H -2.792 -0.950 3.116  0.117
91 H 1.622 1.601 2.964  0.132
92 H -2.936 3.114 -0.780  0.079
93 H -1.984 4.377 -4.502  0.116
94 H -5.163 3.190 -1.735  0.094
95 H 1.778 -0.945 -3.799  0.117
96 H 5.116 4.539 -3.007  0.105
97 H -3.838 -3.404 0.513  0.102

=====

2.
DFT (ωB97M-V with the def2-TZVPD basis set) results for a molecular structure, C50H38Cl3N2O3P2SSiTi at a distorted geometry.

The calculation puts the largest force on an atom at 1.15 eV/A. The calculation puts the total energy at -159571.524 eV. The LUMO energy (alpha / beta) comes out at 0.0797 / 0.0796 Eh. As for the spin multiplicity: 3. As for the expectation value of S²: 2.0183. For the frontier orbital gap (alpha / beta), the calculation gives 5.148 / 6.873 eV. Its charge is -1.

Last column: Mulliken spin population.
Geometry (Å):
1 Ti 1.291 -0.724 0.122  1.384
2 Cl 3.458 -2.130 -3.241  0.000
3 Cl 5.196 -0.721 -0.846  0.004
4 Cl 3.926 -3.726 -0.386  0.004
5 S 0.943 1.042 -2.282  0.010
6 P -0.632 -1.708 -1.809  0.175
7 P -0.880 1.407 0.469  0.104
8 Si 3.383 -1.793 -1.131  -0.027
9 O 1.910 1.338 -3.360  0.010
10 O 2.263 1.083 0.300  0.046
11 O 0.270 -2.211 0.939  -0.066
12 N 3.230 0.296 2.214  0.022
13 N 2.353 -0.751 1.953  0.020
14 C -4.669 2.304 1.857  -0.004
15 C -0.645 0.756 -3.124  0.008
16 C 3.740 3.452 0.446  0.006
17 C -0.073 -3.057 -4.267  -0.006
18 C -0.507 0.487 2.997  0.051
19 C -2.529 -0.633 -3.633  -0.002
20 C 1.061 3.769 -2.265  -0.001
21 C -4.434 -3.588 0.037  0.000
22 C 1.378 -2.735 2.978  0.046
23 C -3.388 1.906 -0.568  0.012
24 C 1.197 -5.102 -4.294  0.000
25 C -2.801 -1.828 -0.075  0.016
26 C -1.113 1.722 -4.006  0.001
27 C -0.230 1.573 2.162  -0.055
28 C 0.563 2.611 2.640  0.012
29 C 2.316 -1.640 2.885  0.121
30 C -0.023 0.453 4.296  -0.002
31 C -3.786 -4.247 -0.997  0.000
32 C 0.797 5.053 -1.819  0.001
33 C 5.666 3.713 2.429  -0.004
34 C 3.938 2.419 1.354  0.009
35 C 0.764 1.495 4.765  0.006
36 C -3.015 0.340 -4.489  0.000
37 C -2.151 -2.471 -1.127  -0.048
38 C 3.097 1.196 1.274  0.018
39 C -4.749 2.157 -0.536  -0.003
40 C 4.498 4.612 0.533  -0.004
41 C -2.652 -3.691 -1.579  0.000
42 C -0.528 4.151 -0.033  -0.010
43 C -1.327 -0.447 -2.943  -0.002
44 C 1.061 2.566 3.934  -0.005
45 C 1.283 -5.072 -2.908  0.007
46 C -3.939 -2.374 0.496  0.003
47 C 0.515 -4.577 4.309  -0.014
48 C -0.255 2.850 -0.456  -0.015
49 C 0.012 -3.023 -2.881  -0.033
50 C -2.645 1.864 0.616  0.019
51 C 0.363 -2.944 2.010  0.051
52 C -5.395 2.355 0.678  0.006
53 C 1.430 -3.566 4.105  0.026
54 C -0.010 5.246 -0.705  -0.001
55 C 0.522 2.680 -1.597  -0.003
56 C 5.461 4.746 1.523  0.006
57 C 0.527 -4.095 -4.971  0.001
58 C 4.907 2.554 2.347  0.004
59 C -0.576 -3.975 2.244  -0.018
60 C -2.299 1.517 -4.687  0.000
61 C -0.497 -4.772 3.363  0.036
62 C 0.701 -4.033 -2.204  0.039
63 C -3.300 2.058 1.831  0.007
64 H -2.741 2.020 2.757  0.001
65 H 4.339 5.410 -0.183  0.000
66 H -5.166 2.457 2.808  0.000
67 H 1.840 -5.832 -2.376  0.000
68 H 5.053 1.738 3.042  0.000
69 H 1.700 3.580 -3.120  0.000
70 H 0.838 3.434 1.992  0.005
71 H -1.066 -0.361 2.612  0.006
72 H -6.461 2.544 0.702  0.001
73 H 1.224 5.903 -2.338  0.000
74 H -0.224 6.247 -0.352  0.000
75 H 2.216 -3.394 4.834  0.000
76 H -0.541 2.630 -4.153  0.000
77 H 2.993 3.328 -0.326  0.004
78 H -0.580 -2.265 -4.803  0.000
79 H -1.354 -4.115 1.501  0.001
80 H -2.398 -0.900 0.307  0.009
81 H 0.580 -5.207 5.187  0.000
82 H 0.480 -4.107 -6.053  0.000
83 H -4.159 -5.199 -1.352  0.000
84 H 1.171 1.459 5.768  0.000
85 H -3.083 -1.552 -3.481  0.000
86 H -4.429 -1.856 1.311  0.000
87 H -1.226 -5.561 3.511  0.003
88 H 1.676 -5.899 -4.849  0.000
89 H -5.314 -4.025 0.493  0.000
90 H 6.054 5.651 1.586  0.001
91 H 1.710 3.360 4.282  0.000
92 H -2.670 2.273 -5.368  0.000
93 H -5.311 2.187 -1.462  0.000
94 H -2.892 1.733 -1.520  0.001
95 H -2.146 -4.215 -2.381  0.000
96 H -1.151 4.300 0.842  0.000
97 H -0.228 -0.408 4.919  0.000
98 H 6.422 3.809 3.199  0.000
99 H 0.810 -3.975 -1.124  -0.003
100 H 3.012 -1.506 3.713  0.001
101 H -3.951 0.180 -5.011  0.000